[1]
This record from OMol25 describes a 3-piece molecular cluster, C31H72BN6O6 overall at a distorted geometry. The level of theory is ωB97M-V/def2-TZVPD.

The charge is +1.

Positions of all 116 atoms, in Å:
C -5.03 -1.77 -0.45
C -4.92 -0.25 -0.09
C -4.71 0.70 -1.32
C -3.21 1.05 -1.64
C -2.63 2.26 -0.82
C -2.02 1.73 0.54
C -2.69 2.26 1.86
C -4.19 2.68 1.74
C -1.75 3.35 2.55
C -2.49 4.28 3.58
C -1.49 4.50 4.81
C -2.00 3.63 6.02
C -2.04 2.09 5.73
O -0.75 1.46 5.75
N -0.93 4.09 1.55
C -1.73 5.00 0.69
C -0.11 3.20 0.83
N 1.11 3.53 0.43
C 1.88 2.54 -0.35
C 3.27 3.03 -0.88
C 4.44 2.95 0.20
C 5.07 4.40 0.44
C 5.12 4.66 1.99
C 6.32 3.81 2.61
C 5.76 2.77 3.66
O 6.60 1.63 3.83
C 7.75 1.94 4.64
B 1.63 4.91 0.80
O 1.96 5.87 -0.14
O 1.76 5.16 2.19
N -0.54 1.87 0.51
N -0.05 0.90 1.49
H -5.98 -2.00 -1.00
H -5.11 -2.32 0.52
H -4.13 -2.19 -0.96
H -4.17 -0.15 0.73
H -5.91 0.04 0.37
H -5.36 1.61 -1.24
H -5.10 0.15 -2.22
H -2.61 0.12 -1.49
H -3.16 1.25 -2.75
H -3.32 3.12 -0.73
H -1.75 2.63 -1.42
H -2.20 0.62 0.54
H -2.67 1.40 2.58
H -4.73 2.26 0.87
H -4.36 3.79 1.71
H -4.74 2.30 2.65
H -1.01 2.76 3.15
H -2.74 5.29 3.17
H -3.40 3.83 4.02
H -1.58 5.56 5.13
H -0.44 4.24 4.55
H -1.40 3.79 6.94
H -3.06 3.93 6.23
H -2.66 1.56 6.49
H -2.53 1.86 4.75
H -0.42 1.43 4.85
H -2.79 4.70 0.54
H -1.21 5.17 -0.28
H -1.75 6.01 1.19
H 2.06 1.64 0.29
H 1.30 2.18 -1.23
H 3.57 2.29 -1.67
H 3.25 4.01 -1.41
H 4.06 2.53 1.17
H 5.25 2.28 -0.17
H 6.09 4.45 0.00
H 4.47 5.18 -0.10
H 4.19 4.29 2.49
H 5.30 5.73 2.25
H 6.80 3.23 1.79
H 7.05 4.48 3.13
H 4.77 2.38 3.32
H 5.60 3.27 4.65
H 8.62 2.07 3.95
H 7.61 2.88 5.23
H 7.97 1.10 5.34
H 2.36 6.60 0.36
H 1.75 4.31 2.64
H 0.39 0.15 0.96
H 0.63 1.41 2.05
C -2.49 -5.70 -5.22
C -1.49 -4.99 -4.32
C -2.13 -3.96 -3.37
O -2.50 -2.73 -3.99
C -3.73 -2.78 -4.69
N -0.44 -4.38 -5.15
H -2.81 -5.07 -6.06
H -2.05 -6.60 -5.65
H -3.38 -6.00 -4.66
H -1.02 -5.76 -3.69
H -1.38 -3.69 -2.62
H -2.98 -4.39 -2.82
H -4.46 -3.43 -4.19
H -3.58 -3.09 -5.72
H -4.14 -1.76 -4.71
H 0.29 -4.01 -4.54
H -0.84 -3.55 -5.59
C 1.29 -7.92 -4.93
C 1.30 -7.59 -3.44
C 2.35 -8.38 -2.63
O 2.00 -9.73 -2.38
C 2.24 -10.62 -3.45
N -0.05 -7.78 -2.90
H 0.79 -8.86 -5.14
H 0.76 -7.14 -5.48
H 2.31 -7.97 -5.32
H 1.56 -6.52 -3.35
H 2.44 -7.91 -1.65
H 3.34 -8.31 -3.09
H 3.13 -10.34 -4.02
H 1.37 -10.66 -4.11
H 2.39 -11.61 -3.04
H -0.07 -7.45 -1.94
H -0.21 -8.78 -2.82


[2]
This record from OMol25 describes C31H72F2N3O33PS7Si2 as an isolated structure at a distorted geometry. The level of theory is ωB97M-V/def2-TZVPD.

Positions of all 151 atoms, in Å:
C 0.65 3.50 1.00
C -0.80 3.18 1.19
O -1.67 3.98 0.99
O -1.13 1.94 1.68
C -0.75 0.81 0.85
Si 0.19 -0.39 1.96
C -1.07 -1.14 3.17
O -1.22 -2.55 2.90
N -0.21 -3.24 3.56
O -0.31 -4.39 3.41
O 0.91 -1.67 1.17
Si 1.75 -1.44 -0.20
N 3.25 -2.27 -0.26
C 3.68 -2.99 0.95
C 4.19 -2.23 2.13
O 3.59 -4.18 0.96
C 4.33 -1.49 -0.90
C 4.72 -0.14 -0.38
O 4.86 -1.96 -1.87
N 0.75 -2.10 -1.56
C -0.54 -1.58 -1.54
O -1.31 -1.76 -0.66
F -0.88 -0.86 -2.60
C 1.50 -1.92 -2.77
O 1.82 -0.89 -3.26
F 1.85 -3.10 -3.26
P 1.74 0.63 3.25
O 2.88 1.16 2.47
O 0.98 1.79 4.04
O 2.15 -0.36 4.42
H 0.71 4.29 0.25
H 1.10 3.89 1.91
H 1.21 2.65 0.63
H -0.23 1.17 -0.03
H -1.69 0.33 0.56
H -2.04 -0.67 3.04
H -0.75 -1.05 4.20
H 1.96 -0.02 -0.49
H 4.87 -2.87 2.69
H 4.70 -1.31 1.90
H 3.34 -2.02 2.78
H 4.50 0.61 -1.14
H 5.79 -0.11 -0.19
H 4.20 0.15 0.53
H 1.35 2.65 3.78
H 1.61 -1.17 4.37
O 0.27 -1.45 6.40
S -0.07 -0.74 7.60
O 0.82 -0.75 8.71
O -1.51 -1.22 8.06
C -1.73 -2.64 8.23
C -1.11 -3.18 9.50
C -0.49 0.92 7.20
H -1.36 -3.17 7.35
H -2.81 -2.75 8.25
H -0.02 -3.14 9.46
H -1.41 -4.22 9.64
H -1.44 -2.61 10.36
H -1.19 0.92 6.37
H 0.43 1.42 6.93
H -0.93 1.38 8.08
O -1.65 -2.21 -9.22
S -2.44 -1.27 -8.48
O -2.20 0.13 -8.65
O -2.38 -1.65 -6.95
C -1.08 -1.82 -6.33
C -0.38 -0.50 -6.04
C -4.15 -1.61 -8.72
H -0.47 -2.47 -6.95
H -1.29 -2.34 -5.41
H -0.09 0.01 -6.96
H 0.53 -0.69 -5.46
H -1.03 0.16 -5.48
H -4.32 -2.67 -8.57
H -4.39 -1.32 -9.74
H -4.72 -1.01 -8.02
O -4.31 -0.36 2.47
S -5.03 -0.96 1.39
O -4.68 -0.62 0.04
O -6.58 -0.74 1.62
C -7.04 0.61 1.83
C -7.09 1.42 0.55
C -5.00 -2.70 1.57
H -6.42 1.09 2.58
H -8.04 0.50 2.24
H -6.09 1.60 0.15
H -7.56 2.39 0.74
H -7.66 0.90 -0.22
H -5.28 -2.95 2.59
H -3.98 -3.03 1.36
H -5.69 -3.14 0.86
O -4.16 -5.65 -4.00
S -5.28 -4.78 -4.14
O -5.44 -4.00 -5.33
O -5.34 -3.82 -2.87
C -4.14 -3.08 -2.53
C -3.90 -1.91 -3.45
C -6.77 -5.66 -3.82
H -3.29 -3.77 -2.51
H -4.30 -2.73 -1.52
H -3.67 -2.25 -4.47
H -3.07 -1.32 -3.09
H -4.78 -1.27 -3.51
H -6.65 -6.23 -2.90
H -6.92 -6.33 -4.67
H -7.59 -4.95 -3.75
O 5.96 2.96 5.17
S 4.75 3.64 5.50
O 4.10 4.46 4.52
O 4.97 4.44 6.86
C 6.12 5.30 6.97
C 5.97 6.59 6.19
C 3.53 2.52 6.08
H 7.01 4.75 6.66
H 6.20 5.50 8.03
H 5.96 6.39 5.11
H 6.81 7.25 6.40
H 5.04 7.09 6.45
H 3.95 1.84 6.82
H 3.20 1.99 5.19
H 2.71 3.09 6.50
O 2.11 6.62 1.16
S 2.53 7.23 2.38
O 1.82 6.96 3.59
O 2.61 8.80 2.16
C 1.44 9.46 1.63
C 0.35 9.64 2.66
C 4.25 6.94 2.63
H 1.09 8.92 0.75
H 1.81 10.43 1.29
H -0.07 8.68 2.96
H -0.46 10.24 2.24
H 0.73 10.13 3.55
H 4.78 7.18 1.71
H 4.35 5.89 2.88
H 4.59 7.57 3.45
O 3.84 -4.52 -8.79
S 3.14 -5.27 -9.79
O 3.64 -5.31 -11.13
O 1.62 -4.80 -9.81
C 1.35 -3.38 -9.95
C 1.56 -2.89 -11.37
C 2.86 -6.91 -9.23
H 1.96 -2.83 -9.24
H 0.31 -3.26 -9.67
H 2.61 -2.93 -11.66
H 1.22 -1.85 -11.44
H 0.99 -3.49 -12.07
H 2.45 -6.87 -8.22
H 3.82 -7.41 -9.23
H 2.18 -7.40 -9.91


| no. | electronic energy (eV) | highest occupied orbital energy (Eh) |
| --- | --- | --- |
| 1 | -55209.5146 | -0.3859 |
| 2 | -211679.8831 | -0.3809 |